Record 1
{
  "formula": "C18H15N2NiOS3Se3Te",
  "method": "wB97M-V/def2-TZVPD",
  "symbols": ["Ni", "Se", "Se", "Te", "Se", "C", "C", "N", "C", "C", "S", "C", "C", "S", "C", "N", "C", "H", "H", "H", "H", "H", "H", "H", "H", "C", "C", "O", "S", "C", "C", "C", "C", "C", "C", "C", "C", "H", "H", "H", "H", "H", "H", "H"],
  "positions_angstrom": [[-0.590, -0.662, 2.081], [-1.600, -2.851, 1.557], [-3.856, -2.061, 1.487], [-3.715, 0.355, 0.726], [-1.993, 1.326, 2.298], [-3.009, -0.784, 4.741], [-1.551, -0.795, 5.040], [-0.590, -0.863, 4.156], [0.652, -0.866, 4.762], [0.634, -0.780, 6.112], [-0.984, -0.708, 6.644], [1.818, -1.015, 3.884], [3.131, -1.091, 4.213], [4.043, -1.362, 2.798], [2.623, -1.348, 1.849], [1.540, -1.146, 2.548], [2.662, -1.578, 0.377], [-3.187, -1.222, 3.759], [-3.372, 0.243, 4.715], [-3.550, -1.352, 5.499], [1.470, -0.769, 6.790], [3.584, -1.021, 5.187], [3.667, -1.843, 0.050], [2.315, -0.687, -0.142], [1.963, -2.371, 0.112], [-0.272, 3.533, -5.723], [-0.037, 2.680, -6.945], [0.072, 3.158, -8.049], [0.095, 0.903, -6.799], [0.007, 0.618, -5.064], [1.160, 0.705, -4.291], [1.101, 0.500, -2.922], [-0.108, 0.191, -2.288], [-1.261, 0.083, -3.082], [-1.202, 0.292, -4.446], [-0.193, -0.019, -0.881], [-0.333, -0.264, 0.299], [-1.004, 4.291, -5.994], [0.664, 4.037, -5.479], [-0.603, 2.975, -4.853], [2.105, 0.939, -4.766], [2.000, 0.582, -2.323], [-2.195, -0.162, -2.592], [-2.101, 0.213, -5.046]],
  "homo_lumo_gap_ev": [5.477, 5.470],
  "homo_energy_ev": [-3.5, -3.5],
  "mol_weight_g_mol": 794.71,
  "total_charge": -1,
  "relative_energy_kj_mol": 8.0,
  "total_energy_ha": -11054.959059
}

Record 2
{
  "formula": "C35H83N2O19S6",
  "method": "wB97M-V/def2-TZVPD",
  "symbols": ["N", "H", "H", "H", "H", "C", "C", "C", "N", "C", "C", "C", "C", "C", "H", "H", "H", "H", "H", "H", "H", "H", "H", "H", "H", "H", "H", "H", "H", "H", "H", "H", "C", "C", "C", "O", "H", "H", "H", "H", "H", "H", "H", "O", "S", "O", "O", "C", "C", "C", "H", "H", "H", "H", "H", "H", "H", "H", "O", "S", "O", "O", "C", "C", "C", "H", "H", "H", "H", "H", "H", "H", "H", "O", "S", "O", "O", "C", "C", "C", "H", "H", "H", "H", "H", "H", "H", "H", "O", "S", "O", "O", "C", "C", "C", "H", "H", "H", "H", "H", "H", "H", "H", "O", "S", "O", "O", "C", "C", "C", "H", "H", "H", "H", "H", "H", "H", "H", "O", "S", "O", "O", "C", "C", "C", "H", "H", "H", "H", "H", "H", "H", "H", "C", "C", "C", "C", "C", "C", "H", "H", "H", "H", "H", "H"],
  "positions_angstrom": [[2.685, -2.000, -3.534], [3.043, -2.811, -3.027], [2.266, -2.231, -4.427], [3.576, -1.482, -3.688], [2.081, -1.462, -2.860], [-2.534, -2.418, -3.460], [-1.980, -3.763, -3.024], [-0.935, -3.601, -1.935], [-0.452, -4.950, -1.472], [0.387, -5.611, -2.526], [-1.514, -5.927, -0.954], [-0.743, -6.955, -0.183], [0.350, -6.137, 0.507], [0.445, -4.825, -0.239], [-2.855, -1.726, -2.683], [-3.368, -2.567, -4.145], [-1.726, -1.926, -4.007], [-1.528, -4.236, -3.904], [-2.736, -4.510, -2.774], [-1.436, -3.148, -1.076], [-0.017, -3.034, -2.109], [1.195, -4.934, -2.780], [-0.241, -5.922, -3.354], [0.810, -6.503, -2.070], [-2.116, -6.382, -1.738], [-2.155, -5.323, -0.312], [-0.414, -7.789, -0.799], [-1.420, -7.391, 0.555], [1.291, -6.686, 0.418], [0.210, -5.971, 1.570], [1.443, -4.555, -0.581], [0.109, -4.016, 0.405], [0.185, -1.054, 0.440], [0.376, -0.194, -0.811], [0.845, 1.203, -0.421], [1.213, -0.785, -1.739], [-0.307, -1.988, 0.171], [-0.468, -0.469, 1.096], [1.136, -1.259, 0.936], [-0.637, -0.019, -1.237], [1.055, 1.839, -1.281], [1.774, 1.108, 0.157], [0.100, 1.670, 0.234], [-0.521, 5.277, -2.361], [-1.690, 4.635, -1.856], [-2.991, 5.126, -2.274], [-1.596, 3.076, -2.276], [-2.561, 2.135, -1.815], [-3.042, 1.261, -2.964], [-1.692, 4.505, -0.063], [-3.457, 2.657, -1.472], [-2.110, 1.477, -1.074], [-3.378, 1.891, -3.789], [-3.940, 0.776, -2.571], [-2.300, 0.541, -3.297], [-1.563, 5.517, 0.315], [-0.840, 3.911, 0.259], [-2.652, 4.086, 0.222], [6.609, 1.010, -2.615], [5.492, 0.230, -2.191], [5.086, -0.922, -2.976], [5.829, -0.298, -0.703], [4.856, -1.155, -0.064], [4.235, -0.435, 1.122], [4.061, 1.258, -1.859], [5.416, -2.005, 0.327], [4.126, -1.536, -0.777], [3.608, 0.375, 0.748], [5.019, -0.038, 1.764], [3.618, -1.126, 1.695], [3.235, 0.620, -1.526], [3.766, 1.782, -2.762], [4.284, 1.861, -0.981], [0.839, 0.080, -6.928], [1.288, 0.736, -5.734], [2.516, 0.348, -5.094], [1.350, 2.327, -6.083], [1.641, 3.207, -4.977], [0.584, 4.303, -5.002], [-0.063, 0.640, -4.514], [2.625, 3.641, -5.166], [1.708, 2.716, -4.004], [0.863, 5.156, -4.382], [-0.378, 3.964, -4.618], [0.490, 4.665, -6.024], [-0.849, 1.223, -4.994], [0.251, 1.232, -3.657], [-0.261, -0.399, -4.291], [2.684, 1.840, 6.440], [1.860, 1.388, 5.357], [1.354, 0.040, 5.354], [0.643, 2.418, 5.193], [-0.571, 1.963, 4.578], [-1.722, 2.875, 4.941], [2.710, 1.786, 3.847], [-0.867, 0.931, 4.766], [-0.348, 2.004, 3.505], [-2.658, 2.404, 4.641], [-1.642, 3.866, 4.494], [-1.801, 3.070, 6.012], [2.006, 1.720, 3.015], [3.579, 1.172, 3.624], [3.024, 2.828, 3.882], [-2.803, 1.524, 1.599], [-3.279, 0.208, 1.921], [-2.657, -0.671, 2.874], [-4.844, 0.303, 2.284], [-5.613, 1.420, 1.765], [-5.547, 2.622, 2.667], [-3.481, -0.763, 0.386], [-6.643, 1.089, 1.633], [-5.248, 1.564, 0.743], [-6.074, 3.447, 2.186], [-4.544, 2.881, 3.000], [-6.089, 2.448, 3.601], [-4.501, -0.671, 0.029], [-3.301, -1.796, 0.685], [-2.728, -0.485, -0.349], [-1.876, -4.134, 1.753], [-1.745, -4.621, 3.112], [-1.811, -6.024, 3.403], [-0.339, -4.080, 3.690], [-0.047, -2.668, 3.636], [1.471, -2.570, 3.802], [-2.912, -3.741, 4.165], [-0.616, -2.067, 4.349], [-0.325, -2.187, 2.694], [1.915, -3.225, 3.052], [1.753, -2.813, 4.821], [1.745, -1.545, 3.561], [-2.788, -2.665, 4.049], [-2.666, -4.018, 5.185], [-3.904, -3.942, 3.768], [1.325, 6.457, 2.584], [2.644, 6.880, 2.456], [3.553, 6.029, 1.842], [3.125, 4.809, 1.316], [1.832, 4.363, 1.571], [0.938, 5.158, 2.273], [0.600, 7.070, 3.108], [2.883, 7.854, 2.857], [4.559, 6.362, 1.621], [3.789, 4.149, 0.774], [1.543, 3.359, 1.280], [-0.044, 4.792, 2.545]],
  "homo_lumo_gap_ev": 8.162,
  "homo_energy_ev": -10.6,
  "mol_weight_g_mol": 1028.45,
  "total_charge": 1,
  "total_energy_ha": -5311.235849
}

Record 3
{
  "formula": "C29H34Br2N2O2PReSi",
  "method": "wB97M-V/def2-TZVPD",
  "symbols": ["Re", "Br", "C", "C", "C", "N", "C", "C", "C", "C", "C", "Br", "C", "C", "N", "H", "H", "H", "H", "H", "H", "C", "P", "C", "C", "O", "H", "H", "H", "H", "H", "H", "H", "H", "H", "C", "C", "C", "C", "Si", "O", "C", "C", "C", "C", "C", "C", "C", "C", "C", "C", "C", "C", "H", "H", "H", "H", "H", "H", "H", "H", "H", "H", "H", "H", "H", "H", "H", "H", "H", "H", "H"],
  "positions_angstrom": [[0.497, 0.042, -0.546], [-1.403, 5.764, -3.447], [-0.921, 4.159, -2.648], [-1.794, 3.506, -1.781], [-1.390, 2.331, -1.196], [-0.178, 1.792, -1.427], [0.647, 2.384, -2.324], [0.310, 3.571, -2.935], [1.861, 1.607, -2.625], [2.850, 2.023, -3.486], [3.936, 1.189, -3.744], [5.286, 1.734, -4.891], [3.980, -0.059, -3.127], [2.966, -0.413, -2.273], [1.919, 0.397, -2.007], [-2.772, 3.910, -1.562], [-2.037, 1.790, -0.519], [0.975, 4.041, -3.644], [2.795, 2.990, -3.964], [4.795, -0.747, -3.303], [2.981, -1.376, -1.786], [-2.544, -3.038, -1.239], [-2.088, -1.660, -2.277], [-3.460, -0.522, -2.363], [-1.737, -2.257, -3.921], [-0.834, -0.960, -1.724], [-3.432, -3.528, -1.643], [-2.764, -2.693, -0.228], [-1.725, -3.755, -1.206], [-4.355, -1.052, -2.694], [-3.244, 0.273, -3.077], [-3.654, -0.095, -1.379], [-2.629, -2.728, -4.340], [-0.935, -2.994, -3.887], [-1.446, -1.428, -4.566], [3.127, -0.092, 3.734], [1.687, 0.441, 3.811], [1.692, 1.951, 4.081], [0.903, -0.293, 4.915], [0.909, 0.056, 2.179], [1.699, 0.672, 0.801], [0.822, -1.756, 1.629], [1.359, -2.054, 0.361], [1.239, -3.320, -0.232], [0.568, -4.311, 0.451], [0.007, -4.033, 1.701], [0.103, -2.772, 2.270], [-0.825, 0.650, 1.626], [-1.046, 2.037, 1.820], [-2.322, 2.553, 1.889], [-3.422, 1.713, 1.692], [-3.238, 0.359, 1.442], [-1.954, -0.172, 1.443], [3.605, 0.097, 4.698], [3.713, 0.411, 2.964], [3.166, -1.168, 3.550], [2.226, 2.124, 5.018], [0.685, 2.356, 4.202], [2.204, 2.513, 3.297], [1.354, -0.041, 5.877], [0.952, -1.378, 4.808], [-0.147, 0.007, 4.957], [2.159, -1.384, 0.011], [1.700, -3.529, -1.189], [0.495, -5.310, 0.041], [-0.504, -4.822, 2.239], [-0.351, -2.596, 3.238], [-0.198, 2.701, 1.954], [-2.477, 3.604, 2.099], [-4.425, 2.118, 1.753], [-4.098, -0.286, 1.311], [-1.824, -1.244, 1.337]],
  "homo_lumo_gap_ev": [7.845, 7.089],
  "spin_multiplicity": 4,
  "homo_energy_ev": [-17.3, -17.5],
  "mol_weight_g_mol": 847.68,
  "total_charge": 3,
  "relative_energy_kj_mol": 0.0,
  "total_energy_ha": -7241.814606
}

Record 4
{
  "formula": "C3H7O2",
  "method": "wB97M-V/def2-TZVPD",
  "symbols": ["O", "C", "C", "C", "O", "H", "H", "H", "H", "H", "H", "H"],
  "positions_angstrom": [[-1.007, -0.759, 1.672], [-0.569, 0.466, 1.352], [-0.154, 0.573, -0.188], [0.667, -0.643, -0.522], [0.789, -0.767, -1.965], [-1.326, 1.219, 1.727], [0.435, 0.595, 1.902], [0.322, 1.528, -0.403], [-1.061, 0.576, -0.835], [1.703, -0.554, -0.223], [0.248, -1.577, -0.112], [-0.049, -0.658, -2.403]],
  "homo_lumo_gap_ev": 6.184,
  "homo_energy_ev": -2.1,
  "mol_weight_g_mol": 75.09,
  "total_charge": -1,
  "relative_energy_kj_mol": 242.8,
  "total_energy_ha": -268.947538
}

Record 5
{
  "formula": "C4H11N2",
  "method": "wB97M-V/def2-TZVPD",
  "symbols": ["C", "C", "C", "C", "N", "N", "H", "H", "H", "H", "H", "H", "H", "H", "H", "H", "H"],
  "positions_angstrom": [[-0.194, 0.950, 0.726], [-1.164, 0.006, -1.251], [0.984, 0.354, 0.028], [1.659, -0.778, 0.667], [0.108, -0.380, -1.444], [-1.451, 0.176, 0.365], [-0.154, 0.769, 1.753], [-0.253, 2.064, 0.470], [-1.520, 1.118, -1.495], [-1.737, -0.672, -1.810], [1.564, 0.997, -0.539], [0.978, -1.309, 1.225], [2.330, -0.525, 1.558], [2.341, -1.371, -0.060], [0.456, -1.294, -1.375], [-1.694, -0.784, 0.644], [-2.255, 0.679, 0.539]],
  "homo_lumo_gap_ev": 11.058,
  "homo_energy_ev": -14.4,
  "mol_weight_g_mol": 87.15,
  "total_charge": 1,
  "relative_energy_kj_mol": 356.8,
  "total_energy_ha": -268.168984
}

Record 6
{
  "formula": "C22H68O22",
  "method": "wB97M-V/def2-TZVPD",
  "symbols": ["O", "C", "C", "O", "H", "H", "H", "H", "H", "H", "O", "C", "C", "O", "H", "H", "H", "H", "H", "H", "O", "C", "C", "O", "H", "H", "H", "H", "H", "H", "O", "C", "C", "O", "H", "H", "H", "H", "H", "H", "O", "C", "C", "O", "H", "H", "H", "H", "H", "H", "O", "C", "C", "O", "H", "H", "H", "H", "H", "H", "O", "C", "C", "O", "H", "H", "H", "H", "H", "H", "O", "C", "C", "O", "H", "H", "H", "H", "H", "H", "O", "C", "C", "O", "H", "H", "H", "H", "H", "H", "O", "C", "C", "O", "H", "H", "H", "H", "H", "H", "C", "O", "H", "H", "H", "H", "C", "O", "H", "H", "H", "H"],
  "positions_angstrom": [[1.810, 1.247, -4.788], [0.555, 0.556, -5.071], [0.197, 0.661, -6.553], [1.193, -0.035, -7.391], [1.944, 1.080, -3.866], [0.693, -0.505, -4.819], [-0.257, 1.029, -4.462], [0.167, 1.770, -6.829], [-0.756, 0.247, -6.739], [2.073, 0.175, -7.001], [-0.444, -3.367, -2.080], [-1.246, -4.338, -2.713], [-1.979, -3.637, -3.864], [-2.790, -2.575, -3.413], [0.103, -2.809, -2.618], [-0.674, -5.198, -3.082], [-1.873, -4.738, -1.878], [-2.567, -4.441, -4.424], [-1.316, -3.282, -4.654], [-2.252, -2.027, -2.810], [-0.983, -1.489, 4.119], [-0.888, -1.332, 5.497], [0.463, -1.600, 6.098], [0.713, -3.026, 6.339], [-0.259, -0.982, 3.732], [-1.058, -0.242, 5.758], [-1.730, -1.905, 5.919], [0.614, -1.142, 7.070], [1.201, -1.123, 5.483], [0.881, -3.423, 5.497], [-4.184, 2.740, 1.482], [-2.993, 2.140, 2.007], [-1.776, 3.109, 1.852], [-0.603, 2.425, 2.198], [-4.369, 2.518, 0.550], [-3.240, 1.905, 3.007], [-2.662, 1.290, 1.490], [-1.897, 3.976, 2.460], [-1.618, 3.592, 0.861], [-0.156, 2.811, 2.971], [2.150, -1.745, -2.678], [3.320, -2.267, -2.146], [3.026, -3.756, -1.822], [1.955, -4.156, -0.907], [2.151, -0.795, -2.708], [4.150, -2.266, -2.867], [3.652, -1.709, -1.213], [3.954, -4.137, -1.363], [2.909, -4.222, -2.812], [1.106, -3.853, -1.310], [1.466, 0.823, 0.797], [0.608, 0.028, -0.021], [0.238, 0.770, -1.293], [1.413, 1.086, -2.043], [0.877, 1.545, 1.098], [1.221, -0.850, -0.233], [-0.216, -0.356, 0.576], [-0.456, 1.621, -1.151], [-0.363, 0.132, -1.950], [1.840, 1.875, -1.737], [1.372, 3.092, 4.123], [1.937, 2.089, 4.930], [3.464, 2.275, 5.046], [4.052, 2.612, 3.841], [1.936, 3.104, 3.332], [1.444, 2.115, 5.911], [1.702, 1.157, 4.437], [3.908, 1.327, 5.457], [3.729, 3.075, 5.720], [4.281, 1.763, 3.363], [2.020, -0.948, 2.892], [2.652, -2.146, 2.375], [2.268, -3.274, 3.338], [0.815, -3.427, 3.393], [1.905, -0.266, 2.159], [2.259, -2.363, 1.371], [3.768, -2.063, 2.345], [2.641, -3.035, 4.364], [2.689, -4.248, 2.977], [0.390, -2.654, 3.775], [-5.037, -1.975, -1.474], [-6.047, -1.003, -1.494], [-5.493, 0.329, -1.882], [-4.603, 0.931, -0.983], [-4.816, -2.326, -2.370], [-6.880, -1.236, -2.127], [-6.478, -1.007, -0.469], [-6.243, 1.069, -2.118], [-4.979, 0.165, -2.832], [-3.975, 0.285, -0.567], [2.914, 4.413, 1.388], [3.784, 4.522, 0.266], [3.559, 3.474, -0.824], [2.315, 3.543, -1.509], [2.124, 4.889, 1.228], [3.781, 5.545, -0.070], [4.788, 4.262, 0.578], [3.668, 2.493, -0.335], [4.320, 3.563, -1.600], [2.512, 3.823, -2.402], [-3.013, -1.250, 1.211], [-2.605, -0.680, -0.077], [-3.127, -2.348, 1.136], [-2.234, -1.062, 1.941], [-3.993, -0.819, 1.461], [-2.956, -1.332, -0.723], [-2.140, 2.948, -3.460], [-2.304, 1.517, -3.541], [-2.925, 3.594, -3.901], [-2.122, 3.160, -2.391], [-1.236, 3.221, -3.982], [-2.826, 1.283, -2.777]],
  "homo_lumo_gap_ev": 10.118,
  "homo_energy_ev": -9.9,
  "mol_weight_g_mol": 684.76,
  "relative_energy_kj_mol": 0.0,
  "total_energy_ha": -2534.093539
}